Record 1
The following is a quantum chemistry calculation of C41H41AsN2O5S3Zr as an isolated structure in a non-equilibrium geometry, from the OMol25 dataset.

XYZ file:
```
94
Properties=species:S:1:pos:R:3:lowdin_charge:R:1
Zr 0.09290 0.73780 -0.27680 1.526
N 0.14110 2.77070 -1.42080 -0.059
C -0.92690 3.46090 -0.64570 -0.116
C -1.44770 2.41510 0.36010 -0.639
O -2.52770 1.82590 0.17640 -0.084
N -0.54770 2.07500 1.28010 -0.075
C -1.08300 1.19020 2.31540 -0.097
C -0.94550 -0.30980 2.03020 -0.679
O -1.06640 -1.12970 2.90690 0.093
O -0.70970 -0.64460 0.77430 -0.310
H -0.18730 2.57860 -2.37650 0.097
H 0.97610 3.35590 -1.51120 0.128
H -0.51760 4.31300 -0.09050 0.139
H -1.75640 3.79800 -1.28210 0.140
H -0.59350 1.41790 3.26570 0.143
H -2.16190 1.37970 2.43470 0.146
C 6.22840 0.29820 6.01130 -0.029
C 5.14570 0.09410 5.00570 -0.244
C 3.94800 -0.52350 5.36380 -0.009
C 2.94990 -0.72100 4.43050 -0.059
C 3.14750 -0.30390 3.11970 -0.347
C 4.31180 0.33880 2.74630 -0.056
C 5.30570 0.52130 3.68980 -0.012
S 1.78840 -0.66850 2.01580 1.166
O 1.83110 0.36330 0.86450 -0.621
C 2.40040 -2.25350 1.36270 -0.295
C 1.61610 -3.31970 1.84510 -0.056
C 1.86860 -4.60050 1.44260 0.010
C 2.89910 -4.87580 0.51790 -0.151
C 3.12260 -6.17620 0.01950 -0.011
C 4.09740 -6.41280 -0.90980 -0.044
C 4.89940 -5.35840 -1.37200 -0.038
C 4.71370 -4.08670 -0.90500 0.002
C 3.71120 -3.80620 0.04990 -0.103
C 3.45930 -2.47810 0.50690 -0.156
C 4.23560 -1.38240 -0.11820 -0.159
C 5.59620 -1.10120 0.16430 -0.132
C 6.30630 -1.75300 1.19530 -0.013
C 7.61540 -1.44060 1.43830 -0.043
C 8.27310 -0.47430 0.66130 -0.043
C 7.61270 0.17680 -0.34320 -0.008
C 6.25860 -0.10800 -0.61440 -0.142
C 5.55160 0.57410 -1.62940 0.014
C 4.23070 0.31150 -1.86700 -0.040
C 3.59430 -0.68310 -1.11360 -0.279
S 1.85960 -1.08720 -1.29320 1.089
O 1.28640 0.25000 -1.81110 -0.674
C 1.84570 -2.22410 -2.66680 -0.343
C 1.22130 -3.42800 -2.36580 -0.069
C 1.12320 -4.40620 -3.33230 -0.009
C 1.62530 -4.18720 -4.61300 -0.243
C 1.48270 -5.22590 -5.67210 -0.028
C 2.24140 -2.96850 -4.89320 -0.005
C 2.37020 -1.99010 -3.92610 -0.032
H 5.81570 0.39880 7.01090 0.088
H 6.81760 1.18270 5.78330 0.088
H 6.89890 -0.56150 6.01430 0.096
H 3.79470 -0.84540 6.38170 0.126
H 2.01310 -1.18060 4.70660 0.119
H 4.42050 0.70860 1.73960 0.115
H 6.22200 1.00660 3.39520 0.124
H 0.81040 -3.09300 2.52880 0.110
H 1.26420 -5.41490 1.80770 0.128
H 2.50270 -6.98110 0.38160 0.121
H 4.25910 -7.40830 -1.29240 0.116
H 5.67040 -5.55660 -2.10030 0.116
H 5.33820 -3.28390 -1.26540 0.121
H 5.80030 -2.49900 1.78860 0.129
H 8.15370 -1.93690 2.23080 0.117
H 9.30680 -0.24800 0.86410 0.116
H 8.11710 0.92350 -0.93640 0.122
H 6.07320 1.31430 -2.21790 0.128
H 3.67310 0.84860 -2.61980 0.114
H 0.81970 -3.57570 -1.37290 0.112
H 0.64760 -5.34360 -3.09360 0.124
H 1.33000 -6.21210 -5.24100 0.086
H 2.35820 -5.24680 -6.31620 0.090
H 0.62100 -4.99260 -6.29900 0.100
H 2.62500 -2.79250 -5.88580 0.127
H 2.85710 -1.05680 -4.15380 0.117
C -3.52520 -1.45670 0.54170 -0.198
As -3.44520 -0.39990 -1.09960 0.854
C -4.25350 -1.63710 -2.39270 -0.257
C -4.89340 0.92630 -0.99670 -0.202
S -1.58060 0.03030 -2.08020 0.309
H -4.46860 -2.00730 0.52310 0.058
H -3.50610 -0.80520 1.41240 0.041
H -2.69870 -2.16700 0.58730 0.048
H -5.30460 -1.81050 -2.15310 0.045
H -3.72050 -2.58820 -2.39690 0.041
H -4.18340 -1.19080 -3.38720 0.039
H -5.82370 0.36110 -0.90520 0.050
H -4.91150 1.51860 -1.91370 0.054
H -4.75490 1.57490 -0.13550 0.028
```

## Properties
HOMO level, eV: -13.0710
Maximum force, eV/A: 3.0
Orbital gap, eV: 7.7563
E_tot, eV: -151015.5405
Molar mass, g mol⁻¹: 904.1
Charge: +2
E_LUMO, eV: -5.31

=====

Record 2
The following is a quantum chemistry calculation of C5H6O4Yb as an isolated structure, from the OMol25 dataset.

XYZ file:
```
16
Properties=species:S:1:pos:R:3:lowdin_charge:R:1
C 1.06479 -0.05537 -3.90821 -0.201
H 0.92626 1.03374 -3.90154 0.014
H 0.56125 -0.56807 -4.74027 0.044
C 1.79262 -0.70314 -2.97949 -0.392
H 1.81734 -1.79588 -3.11387 -0.028
H -0.05690 2.15150 0.96660 0.154
C 0.48140 1.19285 0.93907 -0.176
C -0.21369 0.01838 1.30841 0.003
O -1.49372 0.13192 1.62526 0.105
C -1.91941 -0.38883 2.82779 -0.573
O -1.20262 -0.92626 3.61567 0.180
O -3.20024 -0.14088 2.90373 0.208
O 1.69456 1.16790 0.62492 -0.169
H 0.24627 -0.97421 1.32748 0.162
H -3.56709 -0.49374 3.72705 0.163
Yb 3.06918 0.35008 -1.22260 1.505
```

## Properties
HOMO level (alpha / beta), eV: -11.8567 / -11.8571
2S+1: 2
Maximum force, eV/A: 0.9
Orbital gap (alpha / beta), eV: 7.3398 / 5.9685
E_tot, eV: -44991.9719
Molar mass, g mol⁻¹: 303.1
Charge: +1
E_LUMO (alpha / beta), eV: -4.52 / -5.89